Computed, not measured: 2 unconnected molecules or ions with the total composition CH5NP2 in a non-equilibrium geometry, with ωB97M-V/def2-TZVPD.

As for the total charge: 0. For the maximum force, the calculation gives 0.0829 Eh/bohr. The molar mass comes out at 93.006 g mol⁻¹. The value obtained for the total energy is -21181.922 eV.

XYZ file:
```
9
Properties=species:S:1:pos:R:3:mulliken_charge:R:1
C 0.372 0.676 -0.342 0.2331
N 0.438 1.866 -0.232 -0.4781
P 1.471 -0.713 -0.498 -0.1556
P -1.972 -0.299 -0.345 -0.0333
H -0.278 2.495 -0.070 0.2780
H 0.751 -1.629 0.324 0.0676
H 2.486 -0.452 0.673 0.0833
H -1.238 -1.447 -0.502 -0.0310
H -2.030 -0.496 0.994 0.0359
```

***

Computed, not measured: a molecular structure, C27H25IN4O2W in a non-equilibrium geometry, with ωB97M-V/def2-TZVPD.

As for the total charge: +2. For the maximum force, the calculation gives 0.0498 Eh/bohr. The molar mass comes out at 748.267 g mol⁻¹. The value obtained for the total energy is -48371.312 eV. As for the spin multiplicity: 3.

XYZ file:
```
60
Properties=species:S:1:pos:R:3:mulliken_charge:R:1
C -2.082 -4.347 1.611 -0.6443
C -1.689 -4.882 0.235 -0.4952
H -1.538 -4.844 2.420 0.3109
H -3.154 -4.535 1.761 0.3129
H -1.948 -3.269 1.690 0.0558
H -0.620 -4.786 0.024 -0.0678
H -1.943 -5.946 0.181 0.3585
H -2.224 -4.338 -0.545 0.1800
C 1.777 -0.845 3.332 0.0387
C 2.593 -0.201 4.249 -0.8221
C 3.908 0.148 3.921 -0.4300
C 4.395 -0.157 2.657 -0.7957
H 0.777 -1.225 3.534 0.5552
H 2.199 0.028 5.236 0.4419
H 4.537 0.665 4.646 0.4724
H 5.417 0.053 2.336 0.4398
N 2.221 -1.022 2.047 0.0039
C 3.527 -0.698 1.709 0.9620
C 3.816 -0.897 0.317 0.7397
N 2.738 -1.421 -0.376 0.1006
C 2.831 -1.656 -1.721 -0.0188
C 5.102 -0.808 -1.715 -0.5263
C 4.013 -1.373 -2.391 -0.7510
H 1.931 -2.064 -2.175 0.5401
H 4.075 -1.594 -3.457 0.4448
C 4.994 -0.560 -0.352 -0.6789
H 5.787 -0.106 0.242 0.4026
H 6.018 -0.562 -2.254 0.4744
W 1.082 -1.911 0.649 0.7253
I 1.612 -4.421 1.208 -0.1011
O -2.427 -2.084 -0.321 -0.5829
C -1.864 -1.012 -0.212 -0.1182
N -2.504 0.209 -0.293 0.0638
C -1.635 1.268 -0.724 3.2396
C -0.269 0.594 -0.491 -0.6341
O 0.842 1.101 -0.641 -0.6262
N -0.463 -0.730 -0.056 -0.0249
C -1.964 1.568 -2.198 -0.3432
C -0.988 1.487 -3.185 -0.2977
C -1.323 1.702 -4.532 -0.7975
C -2.641 1.980 -4.903 -0.4821
C -3.636 2.007 -3.916 -0.8754
C -3.294 1.828 -2.569 -0.1652
C -1.789 2.411 0.257 -0.3798
C -2.137 3.720 -0.091 -0.2597
C -2.352 4.654 0.934 -0.8754
C -2.233 4.272 2.271 -0.4749
C -1.862 2.966 2.609 -0.8047
C -1.608 2.045 1.591 -0.1562
H -3.502 0.177 -0.478 0.3324
H 0.035 1.248 -2.892 0.5073
H -0.534 1.636 -5.279 0.4193
H -2.896 2.157 -5.952 0.4068
H -4.681 2.174 -4.186 0.3906
H -4.085 1.869 -1.817 0.3613
H -2.212 3.993 -1.147 0.4977
H -2.625 5.680 0.675 0.4200
H -2.417 4.996 3.064 0.4104
H -1.791 2.643 3.645 0.4059
H -1.298 1.017 1.816 0.2147
```

***

Computed, not measured: 2 unconnected molecules or ions with the total composition CH4BrNO in a non-equilibrium geometry, with ωB97M-V/def2-TZVPD.

As for the total charge: 0. For the maximum force, the calculation gives 0.0605 Eh/bohr. The molar mass comes out at 125.953 g mol⁻¹. The value obtained for the total energy is -74675.527 eV.

XYZ file:
```
8
Properties=species:S:1:pos:R:3:mulliken_charge:R:1
C -0.691 0.652 -0.503 -0.6200
N 1.142 -0.313 0.441 -0.2314
O 0.031 0.464 0.669 -0.0777
Br 1.907 -0.769 2.118 -0.0159
H -0.457 1.634 -1.006 0.2689
H -1.739 0.212 -0.282 0.3036
H -0.435 -0.215 -1.205 0.2322
H 0.242 -1.665 -0.232 0.1402
```

***

Computed, not measured: a molecular structure, C13H18N2O2PRhS2Se2Te2 in a non-equilibrium geometry, with ωB97M-V/def2-TZVPD.

As for the total charge: -1. For the maximum force, the calculation gives 0.0316 Eh/bohr. The molar mass comes out at 845.433 g mol⁻¹. The value obtained for the total energy is -200101.666 eV. As for the spin multiplicity: 2.

XYZ file:
```
43
Properties=species:S:1:pos:R:3:mulliken_charge:R:1
Rh 0.394 -0.436 1.315 0.4848
N -0.369 1.711 0.908 -0.2293
C -1.712 1.882 1.302 0.2325
C -2.263 3.094 1.620 -0.6636
C -3.629 3.198 1.950 -0.6218
C -4.437 2.097 1.940 -0.8937
C -3.887 0.820 1.671 0.7225
C -4.640 -0.380 1.704 -0.6045
C -4.011 -1.579 1.530 -0.8233
C -2.612 -1.600 1.353 -0.0432
N -1.898 -0.503 1.283 0.4457
C -2.513 0.708 1.401 0.3206
H -0.289 1.418 -0.071 0.1271
H 0.211 2.525 1.078 0.2252
H -1.644 3.982 1.593 0.3434
H -4.042 4.169 2.192 0.3733
H -5.493 2.180 2.161 0.3665
H -5.707 -0.332 1.886 0.3868
H -4.555 -2.512 1.564 0.3836
H -2.059 -2.534 1.302 0.1781
Se 0.660 -2.798 1.464 -0.3992
Te 2.179 -3.656 3.227 -0.2305
Te 2.108 -1.201 4.965 -0.1688
Se 0.519 0.139 3.645 -0.4357
C 2.023 2.278 -4.250 -1.2170
C 2.371 0.928 -3.662 -0.1959
O 2.569 1.088 -2.255 -0.3414
P 2.133 -0.100 -1.261 1.0452
S 2.754 0.379 0.544 -0.5241
S 0.182 -0.493 -1.435 -0.4888
O 2.981 -1.290 -1.920 -0.3543
C 2.758 -2.660 -1.535 0.0858
C 3.982 -3.194 -0.825 -1.1180
H 1.902 2.194 -5.331 0.3856
H 2.811 3.001 -4.041 0.2913
H 1.092 2.647 -3.821 0.2593
H 3.292 0.529 -4.093 0.2557
H 1.566 0.211 -3.846 0.3722
H 2.544 -3.207 -2.456 0.2651
H 1.885 -2.731 -0.885 -0.0864
H 4.825 -3.301 -1.509 0.3228
H 3.757 -4.163 -0.380 0.3330
H 4.262 -2.512 -0.023 0.2334
```

***

The highest total charge belongs to which entry? C27H25IN4O2W

***

The lowest maximum force belongs to which entry? C13H18N2O2PRhS2Se2Te2

***

Among the records above, which one has the lowest maximum force? C13H18N2O2PRhS2Se2Te2